1.
A structure of composition C13H15N4O6P2PrS2Se at a distorted geometry. Source: the OMol25 dataset; level of theory: ωB97M-V/def2-TZVPD.

Positions of all 44 atoms, in Å:
Pr  -0.361  -0.222  -0.195
N  1.282  3.655  1.854
C  1.638  2.871  0.603
C  2.724  3.602  -0.167
P  2.084  1.177  1.184
O  3.610  1.265  1.646
O  1.178  0.908  2.338
O  1.949  0.255  -0.007
P  -0.012  2.943  -0.298
O  0.406  2.142  -1.626
O  -0.308  4.382  -0.401
O  -0.908  1.984  0.461
H  0.826  2.994  2.504
H  0.639  4.413  1.576
H  2.112  4.049  2.297
H  3.625  3.731  0.437
H  2.365  4.572  -0.515
H  2.988  3.010  -1.043
H  4.206  0.701  1.138
H  -0.302  2.035  -2.300
S  -1.031  -2.560  -1.475
C  -2.079  -2.233  -2.860
C  -2.453  -3.301  -3.675
C  -3.278  -3.115  -4.772
C  -3.748  -1.845  -5.073
C  -3.387  -0.773  -4.273
C  -2.556  -0.947  -3.169
S  -2.168  0.467  -2.178
H  -2.085  -4.290  -3.436
H  -3.550  -3.965  -5.384
H  -4.396  -1.682  -5.924
H  -3.754  0.219  -4.500
Se  -2.143  -0.242  3.519
N  -1.018  -1.096  4.584
C  -0.198  -1.780  3.814
C  0.892  -2.597  4.250
C  1.658  -3.167  3.292
C  1.389  -2.915  1.898
N  0.399  -2.210  1.446
C  -0.427  -1.666  2.406
N  -1.448  -0.911  2.030
H  1.074  -2.725  5.307
H  2.503  -3.798  3.525
H  2.068  -3.334  1.163

Computed properties:
Expectation value of S² ... 2.003
HOMO energy (alpha / beta) ... -6.50 / -6.51 eV
ΔE to the lowest compared entry with this formula, charge and spin ... 0.0 kcal per mole
Multiplicity ... 3

=====

2.
An isolated molecule of C13H15N5O4S at a distorted geometry. Source: the OMol25 dataset; level of theory: ωB97M-V/def2-TZVPD.

Positions of all 38 atoms, in Å:
C  4.933  0.956  -0.993
O  4.042  0.097  -0.326
C  2.784  0.548  -0.069
C  2.296  1.799  -0.403
C  0.992  2.169  -0.101
C  0.166  1.274  0.550
N  -1.178  1.557  0.854
C  -1.999  2.418  0.207
O  -1.656  3.331  -0.502
C  -3.495  2.170  0.450
S  -3.891  0.454  0.883
C  -2.976  -0.345  -0.388
N  -2.798  0.261  -1.524
N  -2.063  -0.309  -2.459
C  -1.497  -1.452  -2.255
C  -1.615  -2.208  -1.031
O  -1.099  -3.264  -0.720
N  -2.462  -1.562  -0.104
N  -2.597  -2.142  1.153
C  0.640  0.006  0.897
C  1.934  -0.371  0.592
O  2.481  -1.580  0.873
C  1.656  -2.588  1.409
H  5.860  0.393  -1.096
H  5.125  1.866  -0.415
H  4.563  1.229  -1.987
H  2.924  2.511  -0.912
H  0.623  3.138  -0.385
H  -1.612  0.884  1.474
H  -3.851  2.774  1.286
H  -4.034  2.449  -0.454
H  -0.901  -1.859  -3.056
H  -3.572  -2.291  1.397
H  -2.094  -3.032  1.107
H  -0.022  -0.679  1.406
H  1.257  -2.305  2.389
H  0.834  -2.838  0.731
H  2.299  -3.458  1.523

Computed properties:
HOMO energy ... -7.77 eV
ΔE to the lowest compared entry with this formula, charge and spin ... 33.1 kcal per mole
Structure (SMILES) ... COc1ccc(NC(=O)CSc2nncc(=O)n2N)cc1OC

=====

3.
A structure of composition C13H16BiClN3O7S2 at a distorted geometry. Source: the OMol25 dataset; level of theory: ωB97M-V/def2-TZVPD.

Positions of all 43 atoms, in Å:
Bi  0.104  2.226  0.597
O  3.623  3.477  2.965
Cl  2.548  2.612  2.681
O  2.747  1.285  3.206
O  1.310  3.160  3.198
O  2.374  2.519  1.158
O  0.442  3.151  -1.450
N  -0.018  2.404  -2.452
N  -0.789  1.471  -2.171
O  -1.139  1.164  -0.916
C  -1.256  0.509  -3.167
C  -0.788  0.671  -4.454
C  -1.316  -0.184  -5.424
C  -2.161  -1.230  -5.043
C  -2.584  -1.447  -3.731
C  -2.134  -0.510  -2.740
H  -0.120  1.512  -4.676
H  -0.912  -0.067  -6.440
H  -2.463  -1.875  -5.815
H  -3.185  -2.292  -3.499
H  -2.421  -0.529  -1.750
S  3.165  -0.380  -2.360
C  1.903  -1.329  -1.807
C  1.186  -0.686  -0.848
N  1.595  0.592  -0.587
C  2.582  0.872  -1.366
H  1.695  -2.311  -2.217
H  0.353  -1.132  -0.373
H  3.163  1.714  -1.209
O  -0.461  0.341  1.739
S  0.592  -0.619  2.454
C  -0.550  -1.988  2.511
C  -1.543  -1.573  3.642
C  -0.610  -1.187  4.822
C  0.351  -0.167  4.229
H  -0.071  -2.902  2.773
H  -1.039  -2.167  1.527
H  -2.293  -2.359  3.854
H  -2.104  -0.714  3.308
H  0.007  -2.053  5.093
H  -1.057  -0.840  5.750
H  1.282  0.010  4.707
H  -0.008  0.850  4.279

Computed properties:
Charge ... +1
HOMO energy ... -12.42 eV
ΔE to the lowest compared entry with this formula, charge and spin ... 15.0 kcal per mole

=====

4.
A structure of composition C13H16CaN6O7SSbSe4. Source: the OMol25 dataset; level of theory: ωB97M-V/def2-TZVPD.

Positions of all 49 atoms, in Å:
Ca  -0.286  -0.246  0.007
O  -0.462  -2.968  0.775
C  -1.556  -2.429  0.553
O  -1.848  -1.833  -0.534
C  -2.464  -2.165  1.734
C  -3.516  -2.953  2.091
C  -4.272  -2.614  3.226
C  -3.994  -1.500  3.975
C  -2.932  -0.689  3.592
C  -2.094  -0.987  2.481
O  -1.062  -0.317  2.140
N  -2.699  0.496  4.402
O  -2.040  1.412  3.937
O  -3.203  0.539  5.514
N  -5.382  -3.466  3.625
O  -5.617  -4.453  2.949
O  -6.042  -3.144  4.599
H  -3.782  -3.830  1.520
H  -4.589  -1.253  4.839
C  -1.543  5.218  -0.600
N  -0.615  4.099  -0.546
C  -0.331  3.225  0.422
S  1.056  2.235  0.180
N  -1.032  3.108  1.553
C  -2.310  3.709  1.908
H  -1.554  5.565  -1.631
H  -1.210  6.036  0.041
H  -2.558  4.929  -0.358
H  -0.084  3.913  -1.385
H  -0.722  2.349  2.147
H  -2.246  4.795  1.940
H  -2.562  3.348  2.900
H  -3.099  3.403  1.222
C  2.135  -3.114  2.602
N  2.560  -1.794  2.139
C  3.265  -0.894  3.041
C  2.311  -1.415  0.913
N  2.043  -1.060  -0.161
H  2.987  -3.795  2.663
H  1.371  -3.496  1.929
H  1.689  -2.999  3.590
H  4.288  -1.234  3.217
H  2.729  -0.855  3.989
H  3.281  0.105  2.611
Se  -0.712  1.502  -3.356
Sb  -2.968  0.936  -2.898
Se  -4.400  -0.519  -4.054
Se  -4.157  2.834  -1.659
Se  -3.227  0.977  -0.398

Computed properties:
Charge ... -1
HOMO energy ... -5.42 eV
ΔE to the lowest compared entry with this formula, charge and spin ... 0.0 kcal per mole

=====

5.
A structure of composition C13H16HoN2PSe at a distorted geometry. Source: the OMol25 dataset; level of theory: ωB97M-V/def2-TZVPD.

Positions of all 34 atoms, in Å:
C  1.450  0.439  -0.776
C  2.777  0.595  -1.287
C  3.576  -0.512  -0.844
C  2.729  -1.390  -0.100
C  1.417  -0.835  -0.053
Ho  -1.523  0.888  1.258
P  -3.341  1.014  -0.778
H  0.594  1.125  -0.923
H  3.119  1.410  -1.919
H  4.631  -0.670  -1.054
H  0.528  -1.292  0.402
H  3.025  -2.328  0.365
H  -3.628  -0.288  -1.347
H  -3.015  1.729  -2.003
H  -4.702  1.471  -0.605
C  -2.529  1.818  3.283
N  -1.829  0.759  4.087
C  -1.767  -0.568  3.709
Se  -2.481  -1.375  2.140
N  -1.327  -1.242  4.798
C  -1.205  -0.397  5.897
C  -1.151  -0.726  7.242
C  -1.303  0.334  8.161
C  -1.576  1.642  7.722
C  -1.752  1.909  6.351
C  -1.508  0.867  5.465
H  -3.262  1.344  2.503
H  -1.770  2.532  2.813
H  -3.174  2.429  3.909
H  -1.244  -2.259  4.820
H  -0.999  -1.770  7.534
H  -1.228  0.138  9.230
H  -1.635  2.442  8.462
H  -2.051  2.875  5.955

Computed properties:
Expectation value of S² ... 6.007
HOMO energy (alpha / beta) ... -4.69 / -5.40 eV
Multiplicity ... 5

=====

6.
An isolated molecule of C13H16N2O3. Source: the OMol25 dataset; level of theory: ωB97M-V/def2-TZVPD.

Positions of all 34 atoms, in Å:
O  -0.438  -1.996  -0.389
C  -0.240  -0.824  -0.606
C  -1.327  0.191  -0.840
C  -2.224  0.289  0.431
N  -2.906  -0.934  0.780
C  -4.086  -1.181  -0.021
C  -5.095  -0.094  0.330
N  -4.482  1.196  0.117
C  -3.168  1.471  0.211
O  -2.743  2.601  0.081
O  0.967  -0.268  -0.630
C  2.079  -1.127  -0.373
C  3.308  -0.309  -0.091
C  4.281  -0.796  0.773
C  5.428  -0.063  1.016
C  5.610  1.167  0.406
C  4.640  1.658  -0.452
C  3.496  0.922  -0.704
H  -0.895  1.167  -1.049
H  -1.941  -0.131  -1.684
H  -1.573  0.562  1.272
H  -2.255  -1.713  0.721
H  -3.893  -1.164  -1.107
H  -4.487  -2.160  0.240
H  -5.391  -0.205  1.381
H  -5.986  -0.172  -0.298
H  -5.087  2.001  0.027
H  2.237  -1.763  -1.255
H  1.837  -1.783  0.471
H  4.139  -1.753  1.254
H  6.180  -0.450  1.688
H  6.504  1.741  0.600
H  4.776  2.618  -0.929
H  2.737  1.303  -1.369

Computed properties:
HOMO energy ... -9.08 eV
ΔE to the lowest compared entry with this formula, charge and spin ... 4.8 kcal per mole
Structure (SMILES) ... O=C(C[C@@H]1NCCNC1=O)OCc1ccccc1

=====

no.,E (eV)
1,-151641.875
2,-40198.138
3,-72558.735
4,-334213.107
5,-117146.341
6,-22864.142